{
  "formula": "C32H16CoF15GeN15PS",
  "method": "the ωB97M-V functional and the def2-TZVPD basis",
  "elements": ["Co", "C", "N", "C", "C", "N", "C", "P", "C", "N", "C", "C", "N", "C", "C", "N", "C", "C", "N", "C", "H", "H", "H", "H", "H", "H", "H", "H", "H", "H", "H", "H", "H", "H", "H", "N", "C", "N", "N", "N", "N", "C", "N", "N", "N", "N", "H", "F", "C", "C", "C", "F", "C", "F", "C", "F", "C", "F", "Ge", "S", "C", "C", "F", "C", "F", "C", "F", "C", "F", "C", "F", "C", "C", "F", "C", "F", "C", "F", "C", "F", "C", "F"],
  "xyz": [[0.06, -0.45, -0.24], [2.74, 3.19, -1.74], [1.47, 2.68, -2.21], [1.26, 2.06, -3.41], [0.00, 1.53, -3.35], [-0.55, 1.77, -2.13], [0.36, 2.44, -1.46], [0.20, 2.94, 0.29], [-1.29, 1.96, 0.66], [-1.44, 0.66, 0.49], [-2.70, 0.34, 0.88], [-3.33, 1.47, 1.31], [-2.43, 2.49, 1.17], [-2.67, 3.89, 1.51], [1.38, 1.79, 1.04], [1.24, 0.48, 1.02], [2.29, -0.05, 1.72], [3.06, 0.97, 2.18], [2.48, 2.13, 1.77], [3.03, 3.46, 1.97], [3.25, 3.69, -2.56], [3.36, 2.38, -1.36], [2.56, 3.93, -0.96], [2.02, 2.03, -4.17], [-0.53, 0.97, -4.11], [-3.08, -0.66, 0.75], [-4.33, 1.64, 1.67], [-3.68, 3.97, 1.89], [-2.57, 4.52, 0.62], [-1.98, 4.22, 2.27], [2.38, -1.11, 1.85], [3.96, 0.97, 2.78], [3.52, 3.49, 2.94], [2.23, 4.19, 1.95], [3.76, 3.70, 1.19], [0.60, -2.19, -3.00], [1.60, -1.34, -2.59], [2.68, -1.05, -3.28], [3.35, -0.17, -2.51], [2.70, 0.06, -1.42], [1.57, -0.69, -1.42], [-0.69, -2.09, -2.53], [-1.71, -2.75, -3.04], [-2.76, -2.38, -2.27], [-2.38, -1.55, -1.36], [-1.06, -1.33, -1.50], [0.73, -2.64, -3.89], [-3.85, -2.59, 1.20], [-3.56, -3.89, 1.25], [-2.46, -4.34, 1.96], [-2.25, -5.71, 1.95], [-1.19, -6.24, 2.59], [-3.08, -6.59, 1.29], [-2.85, -7.91, 1.31], [-4.18, -6.10, 0.60], [-5.00, -6.94, -0.03], [-4.42, -4.74, 0.58], [-5.49, -4.27, -0.07], [-1.08, -3.10, 2.66], [0.28, -2.55, 1.15], [-1.97, -1.56, 3.60], [-3.30, -1.50, 3.98], [-4.10, -2.57, 3.87], [-3.88, -0.36, 4.52], [-5.17, -0.34, 4.86], [-3.11, 0.77, 4.70], [-3.66, 1.88, 5.19], [-1.77, 0.74, 4.38], [-1.02, 1.84, 4.56], [-1.22, -0.42, 3.85], [0.09, -0.38, 3.58], [-0.27, -4.00, 4.26], [1.08, -4.03, 4.54], [1.98, -3.46, 3.74], [1.59, -4.65, 5.68], [2.90, -4.66, 5.92], [0.72, -5.25, 6.57], [1.20, -5.84, 7.67], [-0.64, -5.23, 6.33], [-1.48, -5.81, 7.19], [-1.10, -4.60, 5.19], [-2.43, -4.60, 5.00]],
  "lowdin_charge": [0.29, -0.05, -0.12, -0.08, -0.14, 0.07, -0.51, 1.16, -0.44, 0.03, -0.09, -0.04, -0.12, -0.03, -0.45, -0.03, -0.13, -0.04, -0.11, -0.04, 0.09, 0.07, 0.06, 0.12, 0.10, 0.08, 0.12, 0.09, 0.09, 0.08, 0.06, 0.12, 0.09, 0.07, 0.08, 0.15, -0.47, 0.03, -0.09, -0.06, -0.02, -0.47, 0.02, -0.08, -0.05, -0.07, 0.13, 0.07, -0.22, -0.13, -0.22, 0.09, -0.14, 0.11, -0.13, 0.12, -0.14, 0.12, 0.63, 0.35, -0.11, -0.22, 0.10, -0.15, 0.11, -0.15, 0.11, -0.15, 0.10, -0.24, 0.08, -0.12, -0.22, 0.08, -0.14, 0.11, -0.14, 0.12, -0.14, 0.11, -0.23, 0.09],
  "multiplicity": 2,
  "homo_energy_ev": [-5.08, -5.16],
  "total_charge": -1,
  "homo_lumo_gap_ev": [7.01, 7.08],
  "relative_energy_kj_mol": 0.00,
  "e_tot_ev": -210826.0257,
  "s_squared": 0.757
}

---

{
  "formula": "C7H13NO2",
  "method": "the ωB97M-V functional and the def2-TZVPD basis",
  "elements": ["C", "C", "C", "C", "C", "N", "C", "C", "O", "O", "H", "H", "H", "H", "H", "H", "H", "H", "H", "H", "H", "H", "H"],
  "xyz": [[1.18, 0.86, 0.55], [-2.28, -1.14, 0.67], [2.63, 0.65, 0.20], [0.16, -0.76, -1.51], [0.02, -0.74, 1.60], [-1.13, -0.22, 0.80], [-0.29, 0.42, -0.67], [-0.92, 1.47, -1.26], [0.93, 0.19, 1.86], [0.08, -1.90, 1.89], [-1.41, 0.69, 1.13], [0.96, 1.91, 0.74], [-1.92, -2.13, 0.41], [-2.92, -0.75, -0.13], [-2.82, -1.16, 1.61], [2.85, 1.13, -0.76], [2.88, -0.41, 0.14], [3.30, 1.10, 0.95], [-0.68, -1.19, -2.06], [0.64, -1.52, -0.89], [0.89, -0.42, -2.25], [-1.26, 2.32, -0.68], [-0.91, 1.59, -2.34]],
  "lowdin_charge": [-0.18, -0.02, -0.06, -0.06, -0.51, -0.01, -0.37, -0.07, 0.03, 0.14, 0.16, 0.11, 0.09, 0.09, 0.10, 0.08, 0.08, 0.08, 0.09, 0.08, 0.09, 0.03, 0.04],
  "multiplicity": 1,
  "homo_energy_ev": -6.88,
  "homo_lumo_gap_ev": 7.60,
  "relative_energy_kj_mol": 459.78,
  "e_tot_ev": -13051.1636
}

---

{
  "formula": "C3H6Cl2",
  "method": "the ωB97M-V functional and the def2-TZVPD basis",
  "elements": ["C", "C", "C", "Cl", "Cl", "H", "H", "H", "H", "H", "H"],
  "xyz": [[-0.06, 0.12, 1.29], [-0.11, -0.55, -0.10], [0.11, 0.53, -1.15], [1.30, -1.75, -0.13], [-1.60, -1.56, -0.19], [-0.99, 0.72, 1.32], [0.77, 0.80, 1.30], [0.06, -0.68, 2.06], [0.42, -0.05, -2.14], [-0.84, 1.15, -1.41], [0.93, 1.26, -0.84]],
  "lowdin_charge": [-0.20, -1.25, -0.19, 0.52, 0.57, 0.09, 0.06, 0.08, 0.11, 0.11, 0.10],
  "multiplicity": 1,
  "homo_energy_ev": -10.72,
  "homo_lumo_gap_ev": 11.55,
  "relative_energy_kj_mol": 44.25,
  "e_tot_ev": -28253.0083,
  "smiles": "CC(C)(Cl)Cl"
}

---

- Among the records above, which one has the highest multiplicity?
  C32H16CoF15GeN15PS